Entry 1:
A 18-piece molecular cluster, C53H149N7O25 overall in a non-equilibrium geometry. Source: OMol25; level of theory: wB97M-V/def2-TZVPD.

Results
DFT total energy, eV: -118979.0769
Maximum force, eV/Å: 3.41

Cartesian coordinates (Å):
C (18.8482, 20.3573, 16.1625)
O (18.3202, 21.5336, 15.5503)
C (18.5575, 21.6148, 14.1584)
C (18.7580, 23.0475, 13.7909)
N (17.5325, 23.7518, 14.1511)
C (17.7148, 25.2017, 14.2664)
C (16.4028, 25.8064, 14.6015)
O (16.2355, 25.7040, 16.0232)
C (14.9909, 26.0446, 16.5023)
H (19.9029, 20.3928, 16.1280)
H (18.5922, 19.4515, 15.6011)
H (18.5332, 20.2651, 17.2058)
H (17.7259, 21.2067, 13.5503)
H (19.4413, 21.0952, 13.8701)
H (18.9466, 23.1188, 12.7006)
H (19.6198, 23.4270, 14.3359)
H (17.2540, 23.3546, 15.0274)
H (18.1427, 25.6043, 13.3463)
H (18.3787, 25.3997, 15.1096)
H (15.6651, 25.1734, 14.0637)
H (16.3947, 26.9184, 14.3313)
H (14.2093, 25.5604, 15.8871)
H (14.7982, 27.1891, 16.4883)
H (14.9094, 25.7373, 17.5564)
C (12.0682, 17.5002, 13.7883)
O (13.4255, 17.3485, 13.6952)
C (14.1779, 18.4680, 14.0913)
C (15.5603, 17.9102, 14.2679)
N (16.1886, 17.5082, 12.9584)
C (17.4487, 16.6880, 13.1305)
C (17.4462, 15.3471, 13.8363)
O (16.4381, 14.5817, 13.2127)
C (16.3348, 13.2275, 13.6187)
H (11.6228, 17.3099, 14.8395)
H (11.5780, 16.7742, 13.1128)
H (11.7095, 18.4964, 13.5298)
H (13.8809, 18.9380, 15.0097)
H (14.1143, 19.2546, 13.3144)
H (15.4047, 17.0882, 14.9432)
H (16.1656, 18.6898, 14.7293)
H (15.5125, 16.9374, 12.5694)
H (18.1973, 17.3624, 13.5924)
H (17.7188, 16.4997, 12.0725)
H (17.2587, 15.3504, 14.9189)
H (18.4218, 14.8040, 13.6735)
H (17.1923, 12.6431, 13.3123)
H (15.4243, 12.7958, 13.0869)
H (16.1195, 13.0857, 14.6613)
C (20.6234, 13.8642, 11.9234)
O (21.4680, 12.7828, 11.8233)
C (20.9545, 11.7875, 10.8882)
C (22.1027, 10.8606, 10.5940)
N (23.2748, 11.5540, 10.2293)
C (24.4369, 10.7356, 9.8433)
C (25.6700, 11.5664, 9.6772)
O (26.1051, 12.1607, 10.9514)
C (27.3221, 12.8224, 10.7648)
H (21.0159, 14.4226, 12.8416)
H (19.5779, 13.5282, 12.0386)
H (20.5641, 14.5897, 11.0852)
H (20.5199, 12.2918, 10.0485)
H (20.1248, 11.1917, 11.3314)
H (21.8466, 10.2741, 9.6644)
H (22.2229, 10.0903, 11.3850)
H (23.5354, 12.1652, 11.0403)
H (24.2636, 10.2194, 8.8924)
H (24.5488, 9.8573, 10.4945)
H (25.5151, 12.4063, 8.9622)
H (26.5141, 10.9539, 9.3538)
H (27.4955, 13.4151, 9.8496)
H (28.1379, 12.0750, 10.8271)
H (27.4302, 13.5284, 11.6350)
C (31.0881, 18.6016, 11.6294)
O (32.0358, 19.4108, 12.3772)
C (33.0230, 20.0099, 11.5280)
C (34.0373, 20.7830, 12.3170)
N (33.4105, 21.6999, 13.3050)
C (34.3461, 22.3363, 14.2114)
C (33.6479, 23.1573, 15.2667)
O (32.9800, 22.3716, 16.2726)
C (32.7862, 23.0584, 17.5202)
H (31.5564, 17.7104, 11.2769)
H (30.6018, 19.1702, 10.7487)
H (30.2610, 18.3683, 12.2736)
H (32.5077, 20.7941, 10.9876)
H (33.4618, 19.2675, 10.8191)
H (34.5705, 21.3794, 11.5637)
H (34.8414, 20.1362, 12.7830)
H (32.7745, 21.1564, 13.9014)
H (34.8764, 23.1128, 13.7053)
H (35.0553, 21.5963, 14.6170)
H (32.8313, 23.7465, 14.7865)
H (34.4150, 23.8368, 15.7374)
H (33.7329, 23.1485, 17.9995)
H (32.1080, 22.4817, 18.1670)
H (32.3300, 24.0304, 17.3039)
C (27.4076, 24.1710, 18.6678)
O (26.1063, 24.6700, 18.9765)
C (25.1390, 23.6256, 18.8441)
C (23.8103, 24.1862, 18.4689)
N (22.8450, 23.1637, 18.0843)
C (22.6344, 22.0771, 18.9647)
C (22.2619, 22.5355, 20.4053)
O (21.9321, 21.4057, 21.2551)
C (21.3764, 21.9379, 22.4733)
H (27.3956, 23.6792, 17.6934)
H (27.7624, 23.4272, 19.3360)
H (28.0749, 25.0206, 18.8845)
H (25.0543, 23.2112, 19.8242)
H (25.4629, 22.8912, 18.0542)
H (24.0159, 24.7343, 17.5183)
H (23.4639, 24.8835, 19.2916)
H (22.0154, 23.4672, 17.5356)
H (23.5265, 21.4148, 18.9416)
H (21.7841, 21.4983, 18.5932)
H (21.3182, 23.1717, 20.3913)
H (23.0095, 23.2018, 20.8973)
H (21.2269, 21.1217, 23.1869)
H (20.4215, 22.5274, 22.3218)
H (22.0276, 22.5915, 22.9490)
C (25.8644, 19.7113, 21.3825)
O (25.7552, 18.4739, 20.6954)
C (25.3802, 18.6996, 19.3351)
C (25.1951, 17.3504, 18.6001)
N (25.7826, 17.5300, 17.2768)
C (25.9933, 16.3306, 16.5185)
C (26.5236, 16.6749, 15.1214)
O (27.1549, 15.5798, 14.4796)
C (26.1974, 14.5686, 14.2526)
H (25.3717, 20.5032, 20.8173)
H (26.9405, 19.9494, 21.5365)
H (25.2944, 19.6142, 22.2817)
H (26.0978, 19.3295, 18.7999)
H (24.4528, 19.2818, 19.3671)
H (24.1905, 16.9382, 18.5279)
H (25.7964, 16.5609, 19.0961)
H (25.3141, 18.2643, 16.7162)
H (25.1053, 15.7146, 16.4916)
H (26.7152, 15.5887, 16.9368)
H (27.2331, 17.5338, 15.0501)
H (25.7384, 17.0825, 14.5175)
H (25.4727, 14.3885, 15.0458)
H (26.7757, 13.6174, 14.0786)
H (25.5573, 14.8045, 13.3387)
C (21.4110, 18.8566, 12.5731)
O (21.7679, 19.5713, 13.7738)
C (21.9182, 18.7323, 14.9029)
C (22.6838, 19.6751, 15.8792)
N (24.0483, 19.6056, 15.5111)
C (24.9537, 20.5844, 16.1989)
C (26.2885, 20.7207, 15.4441)
O (26.1323, 21.3348, 14.0852)
C (27.4508, 21.5103, 13.4956)
H (22.2532, 18.1947, 12.2206)
H (21.2827, 19.5512, 11.7778)
H (20.5817, 18.1976, 12.6673)
H (22.5257, 17.8094, 14.6515)
H (20.9403, 18.4021, 15.2824)
H (22.7068, 19.2920, 16.8748)
H (22.3318, 20.7453, 15.8113)
H (24.0700, 19.9575, 14.5536)
H (25.1740, 20.2142, 17.1918)
H (24.4316, 21.5429, 16.4712)
H (26.8277, 19.7400, 15.3839)
H (27.0329, 21.3702, 15.8900)
H (28.1563, 21.9833, 14.1499)
H (27.3426, 22.0973, 12.6140)
H (27.8759, 20.5180, 13.3271)
C (22.6075, 22.9412, 14.2678)
O (22.1249, 23.7266, 13.2062)
H (21.7502, 22.7524, 14.9043)
H (22.9437, 21.9493, 13.9289)
H (23.4205, 23.4175, 14.8398)
H (21.4941, 23.1256, 12.7092)
C (26.0612, 24.9721, 15.0145)
O (25.5656, 23.7906, 15.6222)
H (26.1488, 25.8146, 15.7377)
H (27.0490, 24.7146, 14.5890)
H (25.4396, 25.3776, 14.1954)
H (25.4553, 23.0561, 14.9800)
C (28.6894, 17.4387, 18.8833)
O (28.3195, 17.9895, 17.6899)
H (27.9164, 17.6412, 19.5914)
H (28.8469, 16.3327, 18.8529)
H (29.6804, 17.8297, 19.1278)
H (27.3431, 17.8447, 17.5770)
C (30.6816, 19.9736, 15.9846)
O (29.3203, 20.2327, 16.3301)
H (30.7470, 18.9610, 15.6074)
H (30.9612, 20.6915, 15.1687)
H (31.4147, 20.0364, 16.8245)
H (29.0201, 19.4578, 16.7638)
C (24.5275, 25.0694, 11.4930)
O (23.9279, 26.1515, 12.1748)
H (23.8992, 24.6148, 10.6735)
H (25.4651, 25.4814, 11.0267)
H (24.7505, 24.2170, 12.1343)
H (23.2485, 25.6959, 12.7314)
C (22.0771, 18.3562, 20.8360)
O (21.7796, 18.9311, 19.5866)
H (23.0470, 18.6870, 21.1995)
H (21.4171, 18.6914, 21.6329)
H (22.0203, 17.2629, 20.7971)
H (21.2573, 19.7267, 19.7626)
C (20.8344, 16.2274, 17.4595)
O (20.1530, 17.4224, 17.7653)
H (21.2930, 16.2122, 16.4457)
H (21.6494, 16.0228, 18.1381)
H (20.1192, 15.4562, 17.6612)
H (20.8011, 18.0621, 18.1516)
C (30.7409, 23.8555, 12.7803)
O (31.9152, 23.6871, 12.1151)
H (29.9213, 23.9666, 12.0499)
H (30.4521, 22.9826, 13.4160)
H (30.6769, 24.8426, 13.3074)
H (32.4402, 22.9676, 12.4383)
C (20.1157, 23.7147, 10.5509)
O (20.2649, 22.5289, 11.2798)
H (20.4071, 24.4942, 11.2702)
H (20.8066, 23.8606, 9.7398)
H (19.0404, 23.7382, 10.2453)
H (20.5300, 21.8022, 10.7196)
C (18.7073, 21.5542, 19.7200)
O (19.5053, 20.4771, 19.4516)
H (17.6780, 21.2850, 19.8756)
H (19.0361, 22.0257, 20.6517)
H (18.8704, 22.2507, 18.9631)
H (18.9678, 19.6373, 19.5263)
C (17.0262, 17.1370, 19.2748)
O (18.2318, 17.7664, 19.6510)
H (16.5005, 16.8810, 20.1944)
H (16.3458, 17.8317, 18.7642)
H (17.1173, 16.2626, 18.6157)
H (18.9098, 17.3776, 19.1071)

Mulliken population analysis, charges in e, atoms 1 to 99: 0.44 -0.50 -0.09 -0.21 -0.25 -0.60 -0.67 -0.25 -0.69 -0.31 0.03 0.03 0.29 0.06 -0.36 0.37 0.42 0.41 0.31 0.35 0.40 0.30 0.24 0.22 -0.78 -0.26 -0.95 0.03 -0.43 -0.29 -0.17 -0.30 -0.71 0.26 0.23 0.33 0.45 0.39 0.21 0.14 0.41 -0.16 0.33 0.22 0.28 0.19 0.24 0.32 -0.49 -0.33 -0.49 -0.75 -0.21 -0.73 -0.55 -0.27 -0.57 0.18 0.15 0.30 0.42 0.31 0.32 0.34 0.22 0.37 0.39 0.31 0.43 0.33 0.31 0.04 -0.73 -0.25 -0.55 -0.74 0.26 -0.78 -0.38 -0.20 -0.87 0.34 0.29 0.17 0.31 0.38 0.35 0.40 -0.06 0.39 0.40 0.09 0.44 0.34 0.20 0.37 -0.62 -0.51 0.67



Entry 2:
One molecule with the formula C8H11N5 in a non-equilibrium geometry. Source: OMol25; level of theory: wB97M-V/def2-TZVPD.

Results
Relative energy (zero: lowest compared OMol25 entry of this formula, charge and spin), kcal per mole: 0.00
Maximum force, eV/Å: 1.61
SMILES: CCNc1ncnc2c1cnn2C

Cartesian coordinates (Å):
C (3.6943, -0.0605, 0.8306)
C (3.1109, -0.3944, -0.5765)
C (0.6487, 0.0062, -0.3245)
C (-0.2357, 2.1024, -0.1910)
C (-1.6856, 0.4177, -0.1029)
C (-4.1412, 0.3422, 0.1395)
C (-1.4319, -1.7560, -0.0912)
C (-0.6881, -0.5312, -0.2176)
H (4.7159, 0.3053, 0.7402)
H (3.0536, 0.7122, 1.2494)
H (3.6793, -0.8963, 1.5255)
H (3.6629, -1.1362, -1.1323)
H (3.1898, 0.5683, -1.0772)
H (1.5891, -1.8399, -0.3316)
H (-0.0828, 3.1661, -0.0868)
H (-4.0937, 1.4227, 0.2323)
H (-4.7798, 0.0258, -0.6741)
H (-4.5640, -0.0992, 1.0311)
H (-1.1440, -2.7892, 0.0392)
N (1.7165, -0.8539, -0.4887)
N (0.8705, 1.3239, -0.3123)
N (-1.5017, 1.7375, -0.1366)
N (-2.8599, -0.2314, -0.0352)
N (-2.7231, -1.5420, -0.0091)

natural (NBO) charges, unit e, in atom order: -0.62 -0.22 0.47 0.29 0.35 -0.41 -0.03 -0.27 0.21 0.22 0.20 0.20 0.22 0.40 0.18 0.24 0.21 0.21 0.21 -0.58 -0.56 -0.51 -0.17 -0.23



Entry 3:
A 2-piece molecular cluster, C10H12O3S overall in a non-equilibrium geometry. Source: OMol25; level of theory: wB97M-V/def2-TZVPD.

Results
Relative energy (zero: lowest compared OMol25 entry of this formula, charge and spin), kcal per mole: 45.66
Maximum force, eV/Å: 5.08

Cartesian coordinates (Å):
C (-2.4466, -2.2560, 0.7255)
C (-2.2118, -1.1776, 1.5609)
C (-2.2373, -2.0574, -0.6279)
C (-1.7877, 0.0443, 1.1593)
C (-1.8906, -0.8199, -1.1181)
C (-1.6882, 0.2419, -0.1984)
C (2.2340, -0.1055, -0.2861)
C (2.7731, 0.1819, 0.9693)
C (2.4728, 0.7499, -1.5174)
C (3.7258, 0.1548, 1.8534)
O (-2.1785, 2.0466, -1.8547)
O (-1.2879, 2.7959, 0.4973)
O (1.5107, 0.6211, 0.6374)
S (-1.0100, 1.9066, -0.6560)
H (-2.6798, -3.2752, 1.0584)
H (-2.3325, -1.4748, 2.6567)
H (-2.5024, -2.9484, -1.3557)
H (-1.5938, 0.9269, 1.8578)
H (-1.9702, -0.4869, -2.2441)
H (1.8187, -1.1576, -0.4719)
H (2.8280, 0.3804, -2.4485)
H (3.1837, 1.5009, -1.1525)
H (1.6108, 1.2683, -1.7456)
H (3.8345, 0.3775, 2.8792)
H (4.6158, -0.3059, 1.4599)
H (-2.7905, 2.8680, -1.6381)

natural (NBO) charges, unit e, in atom order: -0.21 -0.20 -0.21 -0.23 -0.23 -0.24 0.05 0.30 -0.64 -0.51 -0.92 -0.93 -0.47 1.50 0.22 0.21 0.22 0.26 0.24 0.18 0.22 0.22 0.22 0.23 0.21 0.51



Question: Look up the maximum force of the second one.
Answer: 1.61 eV/Å



Question: What is the maximum force in the third record?
Answer: 5.08 eV/Å



Question: Which value of maximum force does entry 1 give?
Answer: 3.41 eV/Å